This record from the Open Molecules 2025 dataset describes 3 unconnected molecules or ions with the total composition C5H8S. The level of theory is ωB97M-V/def2-TZVPD.

Each line ends with the Löwdin charge.
Cartesian coordinates (Å):
C -0.41495 -1.04625 1.55244  -0.414
C 0.16301 0.69608 -0.13513  -0.580
C -1.34361 -0.12170 1.51620  -0.197
C -1.18379 0.95738 0.50402  -0.169
C 0.70305 1.14878 -1.26818  -0.063
S 0.89338 -0.79794 0.41839  0.905
H -0.56162 -1.88225 2.21148  0.073
H -2.15945 -0.25767 2.10499  0.072
H 2.49541 -1.94821 -2.44085  0.035
H -1.17587 2.00848 0.82057  0.131
H -1.95728 0.72052 -0.12784  0.093
H 0.43504 2.06293 -1.86511  0.076
H 1.60076 0.72488 -1.71676  0.034
H 2.50592 -2.26505 -1.57421  0.004

M: 100.2 g/mol
ΔE to the lowest compared entry with this formula, charge and spin: 2.7894 eV
Kohn-Sham gap: 8.69 eV
LUMO: 0.97 eV
Max |F|: 3.9 eV Å⁻¹



This record from the Open Molecules 2025 dataset describes C5H8S in the gas phase. The level of theory is ωB97M-V/def2-TZVPD.

Each line ends with the Löwdin charge.
Cartesian coordinates (Å):
C -0.34847 1.30009 0.19800  -0.454
S -1.60172 -0.04432 -0.03510  0.826
C -0.24995 -1.29419 -0.10720  -0.466
C 0.93757 -0.63021 0.43234  -0.319
C 2.18772 -0.01438 -0.05038  -0.040
C 0.88295 0.71894 -0.38842  -0.292
H -0.29902 1.59840 1.20619  0.057
H -0.77691 2.07073 -0.46695  0.069
H -0.11249 -1.68150 -1.11774  0.086
H -0.55874 -2.08529 0.53920  0.053
H 0.84166 -0.34342 1.49833  0.143
H 2.60801 0.38596 0.81871  0.086
H 2.74902 -0.30575 -0.90814  0.105
H 0.71709 0.58859 -1.51404  0.146

M: 100.2 g/mol
ΔE to the lowest compared entry with this formula, charge and spin: 2.8534 eV
Kohn-Sham gap: 9.42 eV
SMILES string: C1SC[C@H]2C[C@H]12
LUMO: 1.03 eV
Max |F|: 2.4 eV Å⁻¹



This record from the Open Molecules 2025 dataset describes 2 unconnected molecules or ions with the total composition C5H8S. The level of theory is ωB97M-V/def2-TZVPD.

Each line ends with the Löwdin charge.
Cartesian coordinates (Å):
C 0.53171 1.00365 0.80528  -0.140
C 1.05264 -0.16819 -0.08412  -0.914
C 1.32094 0.29142 -1.56559  -0.122
S 1.05764 -1.60795 0.49786  0.745
H 0.65283 0.77964 1.93244  0.099
H -0.52374 0.90338 0.64931  0.028
H 1.01281 1.89279 0.45498  0.056
H 2.20516 0.95193 -1.78464  0.083
H 0.51786 0.99775 -1.88577  0.078
H 1.43632 -0.65458 -2.16111  0.071
C -2.26929 -1.39602 1.32637  -0.021
C -2.39023 -0.86184 0.25273  -0.029
H -1.82418 -1.56184 2.28188  0.025
H -2.78046 -0.57013 -0.71963  0.040

M: 100.2 g/mol
ΔE to the lowest compared entry with this formula, charge and spin: 3.2795 eV
Kohn-Sham gap: 8.78 eV
SMILES string: CC(C)=S.C#C
LUMO: 0.40 eV
Max |F|: 4.4 eV Å⁻¹



This record from the Open Molecules 2025 dataset describes a molecular structure, C5H8S. The level of theory is ωB97M-V/def2-TZVPD.

Each line ends with the Löwdin charge.
Cartesian coordinates (Å):
C 0.73345 1.22548 0.38438  -0.109
C -0.24208 0.11576 -0.15193  -1.030
C 0.42968 -1.12598 -1.03652  -0.130
C -0.93556 -0.49023 0.96678  -0.229
C -1.30596 -0.66603 2.20451  0.068
H 1.22549 1.48028 -0.49856  0.037
H 0.07044 2.08529 0.65656  0.076
H 1.19086 0.85335 1.37676  0.115
H 1.34382 -0.52314 -1.55937  0.111
H -0.52133 -1.55407 -1.47624  0.062
H 1.12231 -1.75388 -0.34586  0.092
H -0.68206 0.27656 -2.76092  0.087
H -1.05487 -0.78699 3.47680  0.135
S -1.37418 0.86359 -1.23639  0.717

M: 100.2 g/mol
ΔE to the lowest compared entry with this formula, charge and spin: 6.0016 eV
Kohn-Sham gap: 9.13 eV
LUMO: 0.06 eV
Max |F|: 8.7 eV Å⁻¹



This record from the Open Molecules 2025 dataset describes 2 unconnected molecules or ions with the total composition C5H8S. The level of theory is ωB97M-V/def2-TZVPD.

Each line ends with the Löwdin charge.
Cartesian coordinates (Å):
C 1.94116 -2.31761 -0.81085  -0.094
C 0.56480 0.73355 -0.46424  -0.088
C 0.85791 -2.18100 -0.05085  -0.051
C 0.01838 -0.18177 0.28725  -0.563
C -1.79841 1.67615 1.18875  -0.350
S -1.41260 -0.15656 1.25498  0.823
H 2.17159 -3.30263 -1.28384  0.062
H 2.36107 -1.51450 -1.33446  0.009
H 0.26545 1.87599 -0.42229  0.089
H 1.37973 0.51324 -1.10518  0.026
H 0.23922 -3.06801 0.16981  0.057
H -0.95428 2.35984 1.13096  0.029
H -2.23297 1.66476 2.18968  0.010
H -2.57656 1.75929 0.41511  0.040

M: 100.2 g/mol
ΔE to the lowest compared entry with this formula, charge and spin: 5.6784 eV
Expectation value of S²: 2.018
Spin multiplicity: 3
Kohn-Sham gap (alpha / beta): 6.85 / 5.94 eV
LUMO (alpha / beta): 0.84 / -2.57 eV
Max |F|: 5.1 eV Å⁻¹



This record from the Open Molecules 2025 dataset describes C5H8S3 in the gas phase. The level of theory is ωB97M-V/def2-TZVPD.

Each line ends with the Löwdin charge.
Cartesian coordinates (Å):
S 1.90835 -0.89018 -1.47684  0.674
C 1.37150 0.28619 -0.21214  -0.619
C 0.23953 -0.14597 0.61338  -0.954
C -0.47163 1.07155 1.17186  -0.401
S -1.65272 1.38161 -0.20608  0.845
C -1.42778 -0.25014 -1.10037  -0.396
C -0.86961 -1.00292 0.10417  -0.497
S 0.49712 -1.82314 1.20875  0.867
H 2.73859 -1.69310 -0.56497  -0.061
H 0.92555 1.14834 -0.62366  0.044
H 2.22766 0.51789 0.43038  0.094
H -1.05540 0.83341 2.02323  0.067
H 0.22953 1.89410 1.29055  0.087
H -0.62236 0.02028 -1.93207  0.079
H -2.41066 -0.44949 -1.64448  0.093
H -1.62768 -0.89845 0.91829  0.079

M: 164.3 g/mol
ΔE to the lowest compared entry with this formula, charge and spin: 3.2070 eV
Kohn-Sham gap: 8.67 eV
SMILES string: SC[C@@]12CSC[C@H]1S2
LUMO: -0.11 eV
Max |F|: 3.0 eV Å⁻¹



This record from the Open Molecules 2025 dataset describes C5H9B in the gas phase. The level of theory is ωB97M-V/def2-TZVPD.

Each line ends with the Löwdin charge.
Cartesian coordinates (Å):
C -0.04342 1.01695 -3.24695  -0.023
C -0.52412 0.57407 -2.12985  -0.220
C 0.30512 0.07536 -0.98857  -0.107
C -0.31013 -0.18311 0.20756  -0.067
B 0.49667 -0.54933 1.51337  -0.146
C 0.02024 -0.81022 3.07110  -0.114
H -0.60243 1.53834 -4.03159  0.064
H 1.07991 1.17078 -3.23739  0.085
H -1.69470 0.47180 -2.03628  0.142
H 1.31918 -0.11310 -1.21304  0.091
H -1.32303 0.19089 0.37189  0.082
H 1.69507 -0.69228 1.48203  0.052
H -1.03537 -1.32004 3.00674  0.074
H 0.66875 -1.52206 3.70302  0.066
H -0.05175 0.15196 3.52796  0.022

M: 79.9 g/mol
ΔE to the lowest compared entry with this formula, charge and spin: 1.4680 eV
Kohn-Sham gap: 9.27 eV
SMILES string: C=C/C=C/BC
LUMO: -0.15 eV
Max |F|: 4.0 eV Å⁻¹



This record from the Open Molecules 2025 dataset describes C5H9BO in the gas phase. The level of theory is ωB97M-V/def2-TZVPD.

Each line ends with the Löwdin charge.
Cartesian coordinates (Å):
C 0.22393 1.50468 -1.86118  0.020
C -0.35361 1.18385 -0.71928  -0.096
B -0.51203 -0.14178 -0.06530  -0.172
C -1.62381 -1.15359 -0.14025  -0.038
C -1.80962 -1.86884 0.98018  0.062
O 0.91841 -0.54167 0.95539  -0.189
C 2.10691 0.09353 0.96182  -0.248
H 0.19295 2.50016 -2.39113  0.093
H 0.65556 0.76233 -2.40891  0.028
H -0.84881 2.05315 -0.39703  0.084
H -2.59743 -0.97894 -0.74558  0.128
H -2.60931 -2.41793 1.27464  0.038
H -1.09031 -1.90977 1.71195  0.041
H 2.64510 -0.15304 1.87054  0.071
H 1.84406 1.19599 0.84435  0.088
H 2.85800 -0.12814 0.12977  0.091

M: 95.9 g/mol
ΔE to the lowest compared entry with this formula, charge and spin: 3.2302 eV
Kohn-Sham gap: 9.14 eV
SMILES string: C=CB(C=C)OC
LUMO: 0.05 eV
Max |F|: 6.2 eV Å⁻¹



This record from the Open Molecules 2025 dataset describes 2 unconnected molecules or ions with the total composition C5H9Br. The level of theory is ωB97M-V/def2-TZVPD.

Each line ends with the Löwdin charge.
Cartesian coordinates (Å):
C -0.47373 -0.44624 -0.94503  0.010
C -2.85947 1.34668 0.24720  -0.495
C 0.63591 -0.35358 -0.19581  -0.402
C 1.64628 -1.37944 0.25865  -0.068
C 0.84230 1.04963 0.18346  -0.101
Br -4.20378 0.11342 0.16402  0.625
H -1.09239 0.41381 -1.08737  0.003
H -0.71679 -1.22207 -1.61814  0.047
H -2.43640 1.46649 1.22922  -0.086
H 1.30067 -2.48171 0.02831  0.113
H 1.97575 -1.43845 1.23848  0.033
H 2.62784 -1.27898 -0.29182  0.093
H -0.09686 1.66692 0.07536  0.080
H 1.50864 1.49430 -0.46840  0.054
H 1.34202 1.04921 1.18188  0.093

M: 149.0 g/mol
ΔE to the lowest compared entry with this formula, charge and spin: 4.2905 eV
Kohn-Sham gap (alpha / beta): 7.93 / 7.91 eV
LUMO (alpha / beta): -0.97 / -0.97 eV
Max |F|: 4.7 eV Å⁻¹



This record from the Open Molecules 2025 dataset describes a molecular structure, C5H9Br6NO. The level of theory is ωB97M-V/def2-TZVPD.

Each line ends with the Löwdin charge.
Cartesian coordinates (Å):
C 0.18408 0.44914 0.66270  -0.362
O 0.93290 1.04373 -0.08582  -0.022
N 0.19342 -0.87833 0.92493  -0.186
C 1.23321 -1.73877 0.37485  -0.025
C -0.85380 -1.51658 1.68070  -0.069
H -0.64762 0.94558 1.19207  0.112
H 1.68362 -2.32981 1.17291  0.091
H 2.03704 -1.11479 -0.01372  0.084
H 0.84156 -2.34926 -0.43719  0.095
H -1.46867 -0.74713 2.14956  0.084
H -1.44927 -2.19701 1.07033  0.072
H -0.41875 -2.10033 2.49894  0.091
C 3.25660 2.12211 -1.65882  -1.674
Br 3.80564 3.29956 -0.24162  0.566
Br 4.75390 1.17280 -2.38750  0.563
Br 2.30881 3.07617 -3.01784  0.574
H 2.55564 1.42303 -1.22336  -0.084
C -3.76874 0.25616 -0.41363  -1.678
Br -2.58932 1.63410 -1.03788  0.628
Br -3.48723 -1.36917 -1.36884  0.592
Br -5.59469 0.82770 -0.46154  0.593
H -3.50834 0.09109 0.62077  -0.045

M: 578.6 g/mol
ΔE to the lowest compared entry with this formula, charge and spin: 0.0543 eV
Kohn-Sham gap: 9.73 eV
LUMO: -0.07 eV
Max |F|: 0.6 eV Å⁻¹



This record from the Open Molecules 2025 dataset describes a gas-phase ion, C5H9BrN3O3 (charge +1). The level of theory is ωB97M-V/def2-TZVPD.

Each line ends with the Löwdin charge.
Cartesian coordinates (Å):
C 0.34192 1.81598 1.08435  -0.023
N -0.33875 1.13251 -0.02259  0.010
C -0.60013 -0.11839 -0.23714  -0.153
C -1.95301 -0.44628 -0.78401  -0.163
O -2.59185 0.73132 -1.11045  -0.016
C 0.39105 -1.09401 -0.01548  -0.143
N 1.72285 -0.69316 0.07793  0.073
C 2.19798 0.44865 -0.30357  -0.559
Br 4.02374 0.87645 -0.17592  0.864
N 0.19876 -2.44037 0.18822  -0.350
O -0.89642 -2.96807 0.18134  0.127
O 1.23212 -3.09424 0.26520  0.073
H 1.11684 1.16498 1.55154  0.095
H 0.78399 2.79232 0.82827  0.113
H -0.49955 2.06871 1.80551  0.138
H -1.24914 1.62660 -0.11802  0.157
H -2.35137 -0.82419 0.14567  0.148
H -1.89254 -1.13537 -1.69275  0.183
H -3.53877 0.62297 -1.11008  0.122
H 2.24399 -1.63446 0.33496  0.214
H 1.65830 1.16807 -0.89299  0.090

M: 239.0 g/mol
ΔE to the lowest compared entry with this formula, charge and spin: 0.3176 eV
Charge: +1
Kohn-Sham gap: 8.09 eV
SMILES string: CN/C(CO)=C(\[NH+]=C\Br)[N+](=O)[O-]
LUMO: -5.01 eV
Max |F|: 3.9 eV Å⁻¹



This record from the Open Molecules 2025 dataset describes a molecular structure, C5H9BrS2. The level of theory is ωB97M-V/def2-TZVPD.

Each line ends with the Löwdin charge.
Cartesian coordinates (Å):
C 1.22881 -0.13630 1.38001  -0.351
C 0.88125 1.13585 0.64222  -0.450
C 0.91718 -1.34104 0.61773  -0.530
C -1.56477 0.12487 -0.41447  -1.343
C -1.16371 0.22210 -1.86750  -0.199
S -0.92319 1.41974 0.66825  0.821
S -0.89409 -1.67698 0.43470  0.712
Br -3.42554 -0.12609 -0.08865  0.676
H 2.25561 -0.10566 1.50285  0.084
H 0.84581 -0.31515 2.44406  0.149
H 1.18358 2.04365 0.94195  0.020
H 1.34649 1.23047 -0.30811  0.079
H 1.32955 -1.25859 -0.48486  0.121
H 1.34280 -2.11522 1.11049  0.029
H -0.17161 0.43232 -2.12490  0.059
H -1.58304 1.12537 -2.13729  0.046
H -1.60513 -0.65935 -2.31646  0.078

M: 213.2 g/mol
ΔE to the lowest compared entry with this formula, charge and spin: 0.6789 eV
Kohn-Sham gap: 9.08 eV
LUMO: 0.69 eV
Max |F|: 5.2 eV Å⁻¹



> Look up the max |F| of the seventh one.

4.0 eV Å⁻¹



> Which of these has the lowest max |F|?

C5H9Br6NO



> Look up the M of the tenth one.

578.6 g/mol



> Look up the ΔE to the lowest compared entry with this formula, charge and spin of the sixth one.

3.2070 eV